Entry 1:
74
Properties=species:S:1:pos:R:3:forces:R:3 method="wB97M-V/def2-TZVPD" lumo_energy_ev="2.169 / 2.169" relative_energy_ev=0.0000 e_tot_ev=-95596.742 charge=-1 e_homo_ev="-4.00 / -4.16" multiplicity=3
Ni 0.1532 -0.9892 0.0935 -0.2 -0.1 0.1
O 2.1569 1.6625 -2.3455 0.0 0.0 0.0
C 1.5493 0.7585 -1.7533 0.0 0.0 0.0
N 1.0682 0.6980 -0.5209 0.0 0.0 -0.1
C 0.9452 1.7898 0.3333 0.1 0.0 0.0
C 1.6477 2.9870 0.2216 0.0 0.0 0.0
C 1.4069 4.0273 1.1146 0.0 0.0 0.0
C 0.4730 3.8723 2.1249 0.0 0.0 0.0
C -0.2347 2.6797 2.2556 0.0 0.0 0.0
C -0.0134 1.6279 1.3688 0.0 0.0 0.1
N -0.6704 0.3897 1.3760 0.3 0.1 0.1
C -1.6850 0.1010 2.1761 -0.1 0.0 0.0
O -2.2760 0.7874 3.0231 0.0 0.0 -0.1
C -2.1647 -1.3281 1.9767 0.0 0.0 0.0
C -3.3211 -1.7538 2.6191 0.1 0.0 0.1
C -3.7010 -3.0775 2.4960 0.0 0.0 0.0
C -2.9072 -3.9342 1.7479 0.0 0.0 0.0
C -1.7886 -3.4151 1.1174 0.0 0.0 0.0
N -1.4308 -2.1384 1.2105 -0.1 0.0 0.0
C 1.1982 -0.4935 -2.5443 0.0 0.0 0.0
C 1.8146 -0.7392 -3.7625 0.0 0.0 0.0
C 1.4454 -1.8600 -4.4834 0.0 0.0 0.0
C 0.4560 -2.6884 -3.9742 0.0 0.0 0.0
C -0.1138 -2.3692 -2.7538 0.0 0.0 0.0
N 0.2501 -1.2984 -2.0505 0.1 -0.1 0.1
H 2.3655 3.0902 -0.5773 0.0 0.0 0.0
H 1.9589 4.9550 1.0163 0.0 0.0 0.0
H 0.2863 4.6794 2.8245 0.0 0.0 0.0
H -0.9733 2.5580 3.0325 0.0 0.0 0.0
H -3.8626 -1.0341 3.2171 0.0 0.0 0.0
H -4.5978 -3.4420 2.9837 0.0 0.0 0.0
H -3.1504 -4.9828 1.6386 0.0 0.0 0.0
H -1.1528 -4.0464 0.5134 0.0 0.0 0.0
H 2.5633 -0.0381 -4.1027 0.0 0.0 0.0
H 1.9192 -2.0868 -5.4309 0.0 0.0 0.0
H 0.1294 -3.5719 -4.5061 0.0 0.0 0.0
H -0.8953 -2.9747 -2.3159 0.0 0.0 0.0
C -6.4953 0.5081 -1.2333 0.0 0.0 0.0
N -5.6403 -0.4440 -0.5330 0.0 0.0 -0.1
N -4.3640 -0.5664 -1.0994 0.0 0.1 0.1
C -3.9624 -1.8981 -1.0942 -0.1 -0.1 0.1
O -2.8376 -2.2939 -1.3420 -0.1 0.0 -0.3
C -5.1487 -2.6319 -0.6727 0.0 0.0 0.0
C -6.1055 -1.7378 -0.3660 0.0 0.0 0.0
C -7.5032 -1.9677 0.0945 0.0 0.0 0.0
C -3.4982 0.5611 -1.0745 0.0 0.0 0.0
C -2.5366 0.6875 -2.0670 0.0 0.0 0.0
C -1.6874 1.7849 -2.0522 0.0 0.0 0.0
C -1.8147 2.7563 -1.0685 0.0 0.0 0.0
C -2.7828 2.6187 -0.0852 0.0 0.0 0.0
C -3.6234 1.5186 -0.0764 0.0 0.0 0.0
H -6.0007 1.4761 -1.2516 0.0 0.0 0.0
H -7.4304 0.6069 -0.6865 0.0 0.0 0.0
H -6.6946 0.1847 -2.2607 0.0 0.0 0.0
H -5.1854 -3.7003 -0.5468 0.0 0.0 0.0
H -7.6318 -3.0149 0.3601 0.0 0.0 0.0
H -8.2256 -1.7251 -0.6877 0.0 0.0 0.0
H -7.7311 -1.3543 0.9672 0.0 0.0 0.0
H -2.4425 -0.0830 -2.8219 0.0 0.0 0.0
H -0.9084 1.8751 -2.8000 0.0 0.0 0.0
H -1.1273 3.5913 -1.0381 0.0 0.0 0.0
H -2.8522 3.3466 0.7118 0.0 0.0 0.0
H -4.3437 1.3813 0.7196 0.0 0.0 0.0
F 4.9495 -4.9213 0.4594 0.0 0.0 0.0
C 3.8715 -4.0823 0.3910 0.0 0.0 0.0
C 2.6540 -4.5855 -0.0102 0.0 0.0 0.0
C 1.5697 -3.7102 -0.0731 0.0 0.0 -0.1
C 1.6488 -2.3510 0.2551 0.1 0.1 0.1
C 2.9267 -1.9141 0.6358 0.0 0.0 0.1
C 4.0355 -2.7532 0.7128 0.0 0.0 0.0
H 2.5653 -5.6325 -0.2758 0.0 0.0 0.0
H 0.6328 -4.1259 -0.4367 0.0 0.0 0.0
H 3.0725 -0.8659 0.8820 0.0 0.0 0.0
H 5.0112 -2.3886 1.0108 0.0 0.0 0.0

Entry 2:
46
Properties=species:S:1:pos:R:3:forces:R:3 method="wB97M-V/def2-TZVPD" smiles="C[C@H](CCc1ccccc1)NC(=O)COC(=O)c1ccc([N+](=O)[O-])cc1" lumo_energy_ev=-0.769 relative_energy_ev=3.4197 e_tot_ev=-33243.858 charge=0 e_homo_ev=-9.11
C 3.8702 -2.1998 0.9882 -0.3 0.1 0.1
C 2.3528 -2.1971 1.1705 0.3 -0.2 0.1
C 1.8335 -3.5931 1.5261 -0.1 0.4 0.2
C 0.3866 -3.5931 2.0343 0.2 -0.1 -0.1
C -0.6098 -3.1182 1.0132 -0.2 0.0 0.2
C -1.3548 -1.9659 1.2279 0.0 -0.1 0.1
C -2.2774 -1.5354 0.2906 -0.1 0.0 -0.1
C -2.4691 -2.2529 -0.8776 -0.1 0.1 0.0
C -1.7356 -3.4072 -1.0998 0.0 -0.1 -0.1
C -0.8164 -3.8366 -0.1593 0.0 0.0 0.0
N 1.7194 -1.7133 -0.0423 0.3 -0.2 0.0
C 1.0354 -0.5599 -0.1088 -0.1 0.0 -0.8
O 0.8625 0.1982 0.8161 -0.1 0.2 0.4
C 0.4640 -0.2722 -1.5099 0.3 0.0 0.2
O -0.2506 0.9443 -1.4668 -0.3 0.0 0.0
C 0.5073 2.0401 -1.3149 0.4 0.1 -0.1
O 1.7055 2.0487 -1.4423 -0.2 0.0 0.0
C -0.3077 3.2518 -1.0266 -0.1 0.2 0.1
C -1.6698 3.1625 -0.7477 0.3 0.0 -0.1
C -2.3900 4.3073 -0.4714 -0.1 0.4 0.1
C -1.7403 5.5366 -0.4748 0.7 -1.1 -0.3
N -2.4959 6.7350 -0.1910 -0.3 0.4 0.1
O -1.9019 7.7908 -0.2069 0.1 0.3 0.0
O -3.6785 6.6111 0.0430 -0.3 0.0 0.1
C -0.3800 5.6376 -0.7440 -0.3 0.2 0.1
C 0.3339 4.4892 -1.0184 -0.1 -0.3 0.0
H 4.3618 -2.4692 1.9185 0.1 -0.1 0.1
H 4.1607 -2.9155 0.2214 0.1 -0.1 -0.1
H 4.2099 -1.2112 0.6906 0.1 0.1 0.0
H 2.0779 -1.4830 1.9527 0.0 -0.1 -0.1
H 2.4733 -4.0084 2.3065 0.1 -0.1 0.0
H 1.9204 -4.2373 0.6479 0.1 -0.1 0.0
H 0.1299 -4.6140 2.3313 0.0 0.1 0.1
H 0.3238 -2.9600 2.9209 0.0 0.0 0.1
H -1.2086 -1.3960 2.1332 0.1 0.1 0.1
H -2.8481 -0.6377 0.4748 0.0 0.1 0.0
H -3.1902 -1.9197 -1.6097 -0.1 0.0 -0.1
H -1.8864 -3.9785 -2.0049 0.0 0.0 -0.1
H -0.2606 -4.7477 -0.3335 0.1 -0.1 0.0
H 1.8217 -2.2814 -0.8684 -0.1 0.1 0.0
H -0.2514 -1.0439 -1.7979 0.1 0.1 0.1
H 1.2845 -0.2068 -2.2341 -0.1 -0.1 0.1
H -2.1481 2.1967 -0.7454 -0.1 -0.1 0.0
H -3.4462 4.2714 -0.2512 0.0 0.0 0.0
H 0.0906 6.6089 -0.7321 0.0 0.0 0.0
H 1.3918 4.5249 -1.2278 0.1 0.0 0.0

Entry 3:
41
Properties=species:S:1:pos:R:3:forces:R:3 method="wB97M-V/def2-TZVPD" lumo_energy_ev=2.478 relative_energy_ev=0.5755 e_tot_ev=-79509.042 charge=-1 e_homo_ev=-6.16
Cl 3.1563 -0.5732 8.9603 -0.2 0.5 0.0
B 2.2164 1.0653 8.7845 1.6 0.8 0.2
Cl 2.1743 1.9516 10.4854 -0.2 -0.4 -0.3
Cl 3.1596 2.2861 7.6335 -0.2 -0.4 0.2
O 0.9455 0.7928 8.2825 -1.7 -0.2 -0.9
C 0.1460 1.5462 7.4851 1.5 2.1 0.1
C -1.2852 1.5740 8.0160 -0.7 -0.7 -1.0
C -1.9797 2.7669 8.2704 0.3 -0.5 -0.2
C -3.2633 2.7492 8.8462 0.9 -0.3 0.2
C -3.8549 1.5228 9.1643 0.8 0.4 -1.2
Cl -5.4269 1.5656 9.8663 -0.4 -0.2 0.3
C -3.2622 0.3237 8.7502 0.6 0.4 0.4
C -1.9692 0.3669 8.2078 -0.1 -0.2 0.1
H 0.5078 2.5821 7.2582 -0.2 -0.3 1.2
H -1.4952 3.6876 7.9491 -0.2 0.0 0.4
H -3.7462 3.6784 9.1316 0.0 -0.1 -0.2
H -3.7671 -0.6209 8.9254 0.1 0.1 -0.1
H -1.4688 -0.5457 7.8675 -0.2 0.2 0.3
C 2.7425 2.4082 2.3825 0.0 -0.3 0.0
C 2.6670 1.8798 3.7901 0.8 0.3 1.1
O 1.3673 1.7123 4.1803 0.3 -0.1 0.6
B 0.9991 0.7008 5.1235 0.2 -1.8 -1.1
H 0.4902 1.3740 6.2753 -1.4 -0.6 1.2
O -0.0975 -0.0937 4.5819 0.2 1.4 0.7
C -1.3744 0.2814 4.4963 -0.6 0.2 1.0
C -1.9359 -0.5107 3.3501 -0.3 0.8 -0.7
O -1.9746 1.0366 5.2610 1.2 -1.1 -1.7
O 2.0312 -0.1398 5.5962 -0.4 -0.1 0.0
C 1.7845 -1.4079 6.0091 -1.0 -0.4 1.0
C 2.9335 -2.3410 5.6840 -0.4 -0.1 -0.1
O 0.7546 -1.7548 6.5626 1.3 0.4 -0.8
O 3.6308 1.6671 4.4877 -1.0 0.2 -1.0
H 1.9766 1.8930 1.7986 0.1 0.4 -0.2
H 2.6354 3.4923 2.3494 -0.4 -0.1 0.1
H 3.7352 2.1981 2.0090 0.2 -0.2 -0.2
H -1.5436 -1.5218 3.4337 -0.3 0.0 -0.1
H -3.0153 -0.4418 3.3095 -0.2 -0.2 0.1
H -1.5465 -0.0579 2.4093 -0.1 -0.4 0.6
H 3.4461 -1.9634 4.7964 0.1 -0.2 0.2
H 3.6251 -2.4547 6.5229 -0.1 0.4 -0.1
H 2.5066 -3.3312 5.5073 0.0 0.1 -0.1

Entry 4:
9
Properties=species:S:1:pos:R:3:forces:R:3 method="wB97M-V/def2-TZVPD" smiles="O=[N+]=C(I)N[N+]#CI" lumo_energy_ev="-12.152 / -12.544" relative_energy_ev=2.7073 e_tot_ev=-24782.298 charge=+2 e_homo_ev="-18.86 / -18.68"
O -0.6395 2.0862 0.2329 -0.5 1.2 0.8
N -0.5263 0.9356 0.2045 0.5 -0.9 -1.0
C -0.8897 -0.2861 0.5120 -3.6 0.6 1.2
I -2.8871 -0.4925 1.1331 0.9 -0.1 -0.2
N -0.0489 -1.2678 0.2072 1.4 2.9 0.5
N 1.0785 -0.7943 -0.2914 2.4 2.7 -1.1
C 1.4839 0.3273 -0.5637 0.1 -3.4 -0.1
I 2.7106 1.6383 -1.3324 -0.2 0.0 0.2
H -0.2813 -2.1468 -0.1021 -1.0 -2.9 -0.5

Entry 5:
57
Properties=species:S:1:pos:R:3:forces:R:3 method="wB97M-V/def2-TZVPD" lumo_energy_ev=0.414 relative_energy_ev=4.2633 e_tot_ev=-36017.950 charge=0 e_homo_ev=-6.18
C -2.3863 2.4814 -4.0545 0.0 0.3 -0.2
C -2.3464 1.0773 -3.5066 0.3 0.2 0.1
O -1.6025 1.1893 -2.2562 -0.7 -0.8 -0.5
C -1.5261 0.0519 -1.5680 0.8 -1.3 -0.7
C -0.8817 0.1230 -0.2360 -3.2 7.2 0.4
C -2.0902 0.1211 0.6465 -1.6 0.4 0.4
O -3.0252 0.8995 0.5040 0.9 -1.4 0.4
O -2.0064 -0.8323 1.5735 -1.0 -0.3 0.9
C -3.1238 -0.9922 2.5349 0.5 0.3 -0.8
C -2.6086 -0.7753 3.9318 0.1 0.3 0.2
C -0.2523 1.4304 0.0880 -0.3 0.6 -1.2
O 0.3971 2.1468 -0.6641 0.0 -0.5 0.7
O -0.5564 1.8392 1.3410 0.6 0.5 0.3
C -0.0941 3.1797 1.6449 0.0 -0.4 0.1
C -0.4323 3.4361 3.0857 -0.1 0.2 0.4
O -1.9261 -1.0480 -1.9344 -0.1 1.1 -0.1
H -2.8794 2.4779 -5.0295 0.0 0.0 0.0
H -2.9565 3.1411 -3.3886 0.2 -0.1 -0.1
H -1.3704 2.8841 -4.1857 -0.3 -0.1 0.1
H -3.3608 0.7017 -3.3053 0.4 0.0 0.0
H -1.8171 0.3903 -4.1885 -0.2 0.1 0.4
H -3.8872 -0.2546 2.2699 0.1 -0.3 0.0
H -3.4909 -2.0106 2.3844 0.0 0.2 0.0
H -3.3686 -1.1243 4.6407 0.2 0.1 0.0
H -1.6666 -1.3099 4.1093 -0.3 0.0 0.0
H -2.4365 0.2964 4.1121 0.0 -0.3 0.0
H 0.9859 3.2285 1.4659 -0.2 0.1 -0.1
H -0.6090 3.8937 0.9913 0.2 -0.2 0.0
H 0.0575 4.3575 3.4048 0.0 0.0 0.0
H -1.5099 3.5653 3.2215 0.1 -0.1 0.0
H -0.0864 2.6292 3.7412 0.0 0.1 -0.2
C 3.2893 -2.1399 2.1338 0.3 0.4 -0.1
C 2.0375 -1.8312 2.9692 -0.4 -0.1 0.1
C 1.0207 -1.1732 2.0326 -0.4 -0.4 0.2
N 1.5826 -1.3077 0.6796 0.9 0.9 1.0
C 0.8754 -1.0077 -0.3824 -0.5 -5.8 -0.2
C 1.3841 -1.0786 -1.7298 0.9 1.0 -1.6
C 1.8321 -2.2945 -2.3147 -0.3 0.3 0.6
C 2.3929 -2.3153 -3.5870 -0.2 0.3 0.0
C 2.4972 -1.1470 -4.3522 0.0 0.1 0.4
C 2.0519 0.0548 -3.7950 0.0 -0.4 -0.5
C 1.5077 0.0929 -2.5201 0.0 -0.2 0.6
C 2.9106 -1.9415 0.6592 0.6 0.6 -0.1
H 4.0919 -1.4409 2.3814 0.0 -0.1 0.1
H 3.6604 -3.1546 2.3045 0.0 0.2 0.0
H 1.6041 -2.7461 3.3876 0.2 0.2 0.0
H 2.2470 -1.1459 3.7943 0.1 -0.3 0.0
H 0.0256 -1.6409 2.0978 0.4 0.1 -0.1
H 0.8828 -0.1045 2.2805 0.1 -0.4 -0.4
H -0.2829 -1.0219 -0.1222 2.6 -1.6 -0.9
H 1.7181 -3.2184 -1.7455 0.1 0.2 -0.2
H 2.7456 -3.2586 -3.9919 -0.1 0.1 0.0
H 2.9470 -1.1728 -5.3479 -0.2 0.0 0.3
H 2.1225 0.9821 -4.3652 0.0 -0.2 0.1
H 1.2127 1.0507 -2.0902 0.0 -0.3 -0.2
H 3.6343 -1.3206 0.1073 -0.2 -0.2 0.2
H 2.8661 -2.9126 0.1422 -0.3 0.4 0.0